Entry 1:
{"formula": "C5H41NO14", "method": "wB97M-V/def2-TZVPD", "species": ["C", "C", "N", "C", "C", "C", "H", "H", "H", "H", "H", "H", "H", "H", "H", "H", "H", "H", "H", "H", "H", "O", "H", "H", "O", "H", "H", "O", "H", "H", "O", "H", "H", "O", "H", "H", "O", "H", "H", "O", "H", "H", "O", "H", "H", "O", "H", "H", "O", "H", "H", "O", "H", "H", "O", "H", "H", "O", "H", "H", "O"], "xyz": [[-1.70462, 0.48307, -3.10521], [-0.29822, 1.06685, -3.34002], [-0.08129, 2.14514, -2.35183], [1.34727, 2.12133, -1.90045], [1.81735, 0.81535, -1.31150], [-0.27611, 3.46450, -3.03481], [-1.62033, -0.06123, -2.18247], [-2.42061, 1.30498, -3.15252], [-2.05779, -0.07398, -3.99644], [-0.18977, 1.49327, -4.33675], [0.43549, 0.27147, -3.32890], [1.52274, 2.96916, -1.21152], [2.10970, 2.46074, -2.60193], [2.75059, 0.91014, -0.74237], [1.88218, 0.01317, -2.04697], [1.09364, 0.41940, -0.59831], [-0.20208, 4.25893, -2.28981], [-1.27144, 3.34609, -3.45768], [0.48099, 3.62130, -3.81659], [-3.07362, -3.87905, 2.11396], [-3.41709, -2.35011, 1.82106], [-3.11607, -3.19979, 1.44200], [2.01185, 1.34517, 1.17169], [2.39669, 2.01784, 2.34168], [2.76620, 1.30059, 1.79616], [-0.05660, -0.11617, 0.81980], [0.91118, -1.20645, 1.36489], [-0.04056, -1.01050, 1.19508], [-0.66442, -2.29001, 0.12915], [-1.93832, -3.18095, 0.19552], [-1.26175, -2.82373, -0.42977], [0.32529, -3.10703, -1.64668], [1.37973, -3.97760, -2.25564], [1.29960, -3.18866, -1.70492], [-3.75565, -0.04184, 2.55005], [-4.57291, -0.85314, 1.47099], [-4.13475, -0.90181, 2.32810], [2.74808, -0.41083, 2.08882], [2.98132, -1.93074, 1.62396], [2.43496, -1.34100, 2.17857], [-0.56061, 0.09348, 2.45041], [-0.50186, 0.89064, 3.67647], [-1.02580, 0.87019, 2.85545], [-1.32305, -3.19905, -2.62573], [-1.56270, -4.67982, -2.75042], [-0.95894, -3.98331, -3.05742], [-0.55715, 2.20513, 0.11905], [-0.54221, 1.59059, 1.56609], [0.07020, 1.90070, 0.79848], [-4.03477, 2.94430, -0.11454], [-2.53068, 2.80007, -0.59722], [-3.11286, 2.80613, 0.16484], [2.10280, -0.11186, 4.91000], [1.42619, -1.05731, 3.80120], [1.30048, -0.31734, 4.41174], [2.24589, -3.13818, -0.39347], [3.45133, -4.01178, 0.00756], [2.95117, -3.22756, 0.27390], [2.82410, 3.95541, 0.47750], [1.72035, 4.56883, 0.98696], [2.59024, 4.88143, 0.67809]], "multiplicity": 1, "charge": 0, "lumo_ev": 0.229}

Entry 2:
{"formula": "C5H41NO14", "method": "wB97M-V/def2-TZVPD", "species": ["C", "C", "C", "C", "C", "N", "H", "H", "H", "H", "H", "H", "H", "H", "H", "H", "H", "H", "H", "H", "H", "O", "H", "H", "O", "H", "H", "O", "H", "H", "O", "H", "H", "O", "H", "H", "O", "H", "H", "O", "H", "H", "O", "H", "H", "O", "H", "H", "O", "H", "H", "O", "H", "H", "O", "H", "H", "O", "H", "H", "O"], "xyz": [[-4.36301, -0.10047, 0.74916], [-3.52342, 0.23367, 1.95384], [-2.75238, -0.96964, 2.63510], [-1.28074, -0.93172, 2.23300], [-0.51510, 0.39730, 2.57249], [0.76619, 0.05336, 3.19128], [-5.14502, -0.83618, 0.84310], [-3.77432, -0.47351, -0.08314], [-4.88198, 0.84870, 0.46956], [-2.85628, 1.08271, 1.74696], [-4.19433, 0.70180, 2.71177], [-3.34259, -1.85842, 2.37009], [-2.88710, -0.85250, 3.71747], [-1.09315, -1.39920, 1.28638], [-0.77123, -1.66591, 2.98123], [-1.22236, 1.02461, 3.10363], [-0.30109, 0.99323, 1.68041], [1.46359, 0.78765, 3.07594], [0.72920, -0.14071, 4.18273], [1.52748, -1.20929, -2.61279], [2.46469, -1.24138, -1.43535], [2.46495, -1.35583, -2.42235], [-2.19986, 3.49339, 0.42102], [-1.29022, 2.58801, -0.47303], [-1.84109, 2.60952, 0.32696], [-2.04611, -2.54840, -2.96143], [-1.28430, -3.30446, -1.82804], [-1.90878, -2.58663, -2.00704], [3.02057, 0.21604, -2.90865], [2.22390, 1.31854, -3.52337], [3.08182, 1.18187, -3.08673], [-0.13026, 4.19647, -2.20420], [0.29961, 2.63990, -2.10230], [-0.38055, 3.32744, -1.88754], [5.05447, 1.12212, -1.14960], [4.07410, 2.35684, -0.94972], [4.96728, 2.01531, -0.82108], [0.25340, -3.26865, 0.26734], [-0.32415, -3.37140, 1.69951], [-0.55675, -3.41682, 0.76592], [1.58838, -4.74429, -2.95896], [2.28904, -3.37102, -2.65511], [1.85707, -4.14220, -2.26019], [3.08544, -2.32172, 2.14851], [1.78586, -1.57669, 2.61728], [2.12859, -2.29637, 2.04064], [-0.37080, 1.77633, -3.67850], [-0.33936, 0.36337, -2.99451], [0.12835, 0.95844, -3.60493], [-0.86775, -1.23180, -1.10655], [-1.73702, 0.07676, -0.90572], [-0.93056, -0.28623, -1.28434], [2.15965, 1.81569, -1.77957], [1.78912, 1.36838, -0.33806], [1.84123, 2.14378, -0.91502], [1.58411, -0.63255, 0.98819], [0.56968, -0.33892, -0.09802], [1.50795, -0.57074, 0.00117], [1.96272, 4.26104, 1.71963], [1.12208, 3.55414, 0.79097], [1.32110, 3.53723, 1.74455]], "multiplicity": 1, "charge": 0, "lumo_ev": 0.078}

What did we get for E? Answer: -36006.077; -36006.311 eV, in the order shown.
What did we get for gap between HOMO and LUMO? Answer: 0.3505; 0.3702 Eh, in the order shown.